211
Properties=species:S:1:pos:R:3:forces:R:3 method="wB97M-V/def2-TZVPD" orbital_gap_ev=9.8253 total_charge=+3
C 13.23143 29.45056 6.93988 1.0 0.0 0.1
C 12.04012 29.90068 7.70171 -1.0 0.3 1.4
N 10.89739 30.54832 6.94536 -0.2 -1.0 -0.4
C 11.31083 31.89841 6.48823 -1.9 -0.5 0.2
C 10.51403 29.69568 5.69935 0.0 0.7 1.0
C 10.24422 28.22775 5.84741 -1.4 0.3 1.0
C 9.71692 30.71014 7.89984 -0.5 0.4 -0.7
C 10.07732 31.32233 9.24654 -0.6 -0.3 0.5
O 10.36529 32.70547 9.09204 0.6 -0.7 0.5
C 11.08920 33.13164 10.22664 1.3 0.8 -0.3
H 13.07246 28.68657 6.17679 -0.2 0.1 0.1
H 13.95953 29.02503 7.67605 -0.6 0.4 -0.6
H 13.67596 30.33484 6.50101 0.5 0.0 -0.4
H 12.30706 30.68930 8.44567 0.1 -0.8 -0.6
H 11.58411 29.07904 8.25092 -0.1 -0.1 0.1
H 11.46849 32.43557 7.36032 1.2 1.0 1.5
H 10.43857 32.40737 6.13734 -0.6 0.1 -0.9
H 12.07456 31.91176 5.77988 1.3 -0.2 -1.0
H 11.37044 29.89088 5.11703 0.8 -0.1 -1.2
H 9.66695 30.18275 5.24542 -0.3 0.4 -0.1
H 11.00580 27.65657 6.30503 0.9 -0.4 0.7
H 10.06146 27.77260 4.90920 0.1 0.0 -1.4
H 9.28764 28.02830 6.34746 0.3 0.2 0.4
H 9.33796 29.70048 8.04057 -0.2 0.0 0.2
H 8.97116 31.35577 7.34156 0.7 -0.8 0.7
H 10.88558 30.71554 9.76432 -0.9 0.9 -0.5
H 9.19930 31.30007 9.92359 0.2 -0.6 -0.4
H 11.99597 32.49481 10.39387 -0.4 0.7 -0.4
H 10.57927 33.10723 11.16563 -1.1 -0.4 0.5
H 11.31466 34.19726 10.07615 0.4 -0.5 -0.1
C 7.39362 24.41370 8.10311 -0.2 0.9 0.6
C 8.61617 24.56782 9.00021 -0.6 1.5 0.7
N 9.40619 23.29868 9.27282 1.3 1.4 0.4
C 8.53408 22.11341 9.26748 -0.1 -0.5 -0.5
C 10.48508 23.31583 8.22298 1.1 0.4 -0.4
C 11.15212 21.96772 7.98680 -1.7 0.8 -2.2
C 10.14537 23.37404 10.62388 -0.7 1.2 0.0
C 9.13444 23.43030 11.75978 0.2 -0.8 1.4
O 8.78558 22.10347 12.22415 0.3 1.1 -0.6
C 7.64854 22.09893 13.09414 0.6 0.5 -0.1
H 6.68368 23.72017 8.53149 -0.1 -0.4 -0.4
H 7.64039 24.27051 7.08319 0.3 -1.2 -1.0
H 6.81839 25.34057 7.97041 0.4 0.2 0.8
H 8.30328 25.03649 9.94549 0.0 -0.6 -0.2
H 9.29888 25.34415 8.63780 0.1 -0.5 -0.2
H 8.21640 21.93771 8.23247 -0.3 0.1 0.4
H 7.72950 22.41120 9.93094 -0.4 -0.7 -0.2
H 9.01521 21.18943 9.62703 0.1 0.7 0.1
H 11.28801 24.05921 8.53870 -1.3 -0.7 -0.3
H 9.96937 23.69983 7.32047 0.6 -0.4 0.3
H 11.47147 21.50629 8.86785 0.7 -0.7 1.2
H 11.97107 22.15945 7.29590 0.3 -0.2 0.3
H 10.43215 21.33589 7.43220 0.4 -0.1 0.4
H 10.78979 24.30072 10.63662 -0.7 -1.1 -0.3
H 10.73658 22.47803 10.60678 0.5 -0.2 0.5
H 8.22611 23.88828 11.36876 -0.1 0.4 0.5
H 9.54891 24.00296 12.65481 -0.6 -0.4 -1.3
H 6.69390 22.11914 12.52121 0.5 -0.1 0.4
H 7.68020 22.97530 13.79126 -0.1 -0.6 -0.4
H 7.82290 21.18755 13.65131 -0.7 -0.2 0.2
C 10.59902 14.94350 9.67943 2.6 -0.6 -0.8
C 11.20362 15.38085 11.01956 -1.9 0.9 -1.5
N 11.86378 14.26340 11.53431 1.6 -1.2 2.2
C 11.35298 13.42253 12.51505 -0.2 1.0 -0.7
C 12.30021 12.48580 12.72395 -0.3 -1.4 0.7
N 13.39042 12.82484 11.96189 0.8 -1.0 0.3
C 13.12159 13.88946 11.28457 0.0 2.3 -1.8
C 14.68274 12.17762 11.81589 1.3 -0.5 0.1
H 11.43932 14.45357 9.08200 -1.0 0.5 0.6
H 10.33832 15.78497 9.10157 -0.7 1.0 -0.6
H 9.81453 14.21259 9.71320 -0.5 -0.2 0.4
H 10.41417 15.69683 11.68097 -0.2 -0.1 0.5
H 11.84786 16.24263 10.97328 0.4 0.1 -0.3
H 10.40672 13.70879 12.98603 0.4 -0.7 -0.3
H 12.19683 11.52034 13.22030 0.4 0.6 0.1
H 13.89506 14.40209 10.64678 -1.4 -0.5 0.8
H 15.36042 12.76246 11.09194 -1.2 -0.9 1.3
H 14.51149 11.16169 11.45654 0.2 0.1 -0.3
H 15.17272 12.04955 12.80582 -0.3 0.5 -0.7
C 18.00642 18.76405 13.57784 1.0 -0.3 -0.9
C 17.46940 20.12844 13.25463 -0.3 1.0 0.7
N 17.01459 20.27454 11.84934 0.5 -0.6 0.2
C 16.98605 21.41389 11.07093 0.1 0.1 1.2
C 16.24448 21.13477 9.98827 -0.1 -1.6 1.0
N 15.80897 19.81587 10.15633 0.2 0.6 -2.8
C 16.36450 19.28961 11.21082 -0.1 1.1 1.9
C 14.99831 19.11601 9.13784 0.4 -0.7 1.4
H 18.50259 18.80560 14.53883 -0.2 -0.2 0.3
H 18.77798 18.43208 12.86838 0.0 0.3 0.0
H 17.25114 18.00372 13.52831 -0.5 -0.4 0.5
H 18.22785 20.90967 13.50528 -0.7 -0.5 -0.5
H 16.57888 20.30539 13.90626 0.6 0.2 -0.5
H 17.38532 22.33382 11.46291 0.1 0.0 -0.2
H 15.96744 21.70411 9.15955 -0.5 0.8 -1.0
H 16.13952 18.37425 11.71050 -0.1 -0.6 -0.3
H 14.53239 19.84155 8.52243 -0.8 0.7 -0.2
H 14.33014 18.49076 9.73619 -0.3 0.1 -0.7
H 15.59946 18.50880 8.47875 0.4 -0.2 0.1
C 20.26188 25.10391 13.38415 0.4 0.9 -2.4
C 19.51210 26.34482 12.86419 1.0 0.4 -0.1
N 18.90309 27.14221 13.94290 0.3 -1.0 -1.0
C 17.67277 26.79115 14.40729 0.1 1.0 0.4
C 17.45810 27.54874 15.49779 -1.5 -0.5 1.9
N 18.59061 28.28826 15.71530 -0.5 0.5 0.4
C 19.43514 28.05234 14.73778 1.5 -0.3 -0.2
C 18.90830 29.12061 16.88209 -0.1 0.6 -1.7
H 20.77904 24.63672 12.53075 -0.3 0.3 -0.1
H 19.54702 24.39498 13.65854 -0.9 -1.2 1.3
H 21.08204 25.31414 14.04252 -0.1 0.2 0.9
H 18.68291 26.14566 12.20406 -0.2 -0.7 -0.1
H 20.17215 26.94828 12.24860 0.2 0.4 0.3
H 17.05806 26.05013 13.98103 -0.3 -0.6 -0.5
H 16.61031 27.47363 16.22368 1.0 0.4 -0.8
H 20.47251 28.39156 14.70179 -0.6 0.0 -0.1
H 18.00205 29.32640 17.39962 -0.6 0.3 0.4
H 19.38084 30.03379 16.49370 -0.2 -0.2 0.5
H 19.55898 28.56162 17.48751 0.9 -0.5 1.0
C 12.62896 20.39351 11.98404 -0.2 -0.7 0.3
C 13.26214 21.07794 13.19297 -0.2 1.3 -2.7
N 12.71966 22.45060 13.33786 0.8 1.5 0.3
C 11.69750 22.90757 14.13410 0.1 1.6 0.3
C 11.70294 24.28858 14.13539 0.8 -0.8 -1.3
N 12.68626 24.64901 13.20149 0.1 0.4 0.7
C 13.31177 23.56160 12.84629 0.5 -1.2 -0.7
C 13.07099 26.01856 12.77765 -0.4 -0.7 -1.3
H 12.89245 19.32969 12.10602 -0.2 0.5 -0.5
H 13.06060 20.81276 11.05616 -0.4 -0.3 0.4
H 11.51435 20.43494 11.98155 0.8 0.1 0.0
H 14.32534 21.14671 13.00770 0.3 0.6 -0.1
H 13.21043 20.52679 14.06480 -0.8 -0.7 1.9
H 10.99710 22.28186 14.60586 -0.4 -0.9 0.6
H 11.25395 25.07175 14.70918 -0.6 -0.1 0.1
H 14.20534 23.61221 12.25446 0.1 -0.4 -0.3
H 13.27420 26.56342 13.66801 0.5 0.6 0.2
H 12.29593 26.42753 12.16127 -1.3 0.3 0.6
H 13.78204 26.06445 11.93171 0.8 -0.8 1.2
C 12.22992 29.46845 15.30586 0.4 -0.2 -0.7
C 11.09366 29.60971 16.20087 -1.8 -0.2 1.4
N 9.85189 29.01092 15.57080 1.6 0.8 1.6
C 9.71997 28.49176 14.31728 3.8 1.2 -0.1
C 8.53035 27.95467 14.24985 -2.5 -1.2 -1.2
N 7.87464 28.20127 15.39111 0.0 1.0 3.9
C 8.75553 28.84134 16.25581 -2.2 -0.7 -1.8
C 6.48350 27.82552 15.82404 1.2 -0.6 -3.1
H 13.11839 29.69595 15.86115 0.6 0.2 0.0
H 12.05406 30.17517 14.50948 0.6 0.1 -0.6
H 12.28710 28.44407 14.94363 0.3 0.1 -0.1
H 10.84431 30.63271 16.43064 0.0 0.6 -0.3
H 11.26128 29.18267 17.20145 -0.2 -0.6 -0.6
H 10.57816 28.62717 13.66112 -0.7 -0.5 -0.3
H 8.06831 27.39516 13.47864 -0.2 -0.1 -0.7
H 8.51832 29.30623 17.19840 0.0 -0.4 0.1
H 5.81460 28.33443 15.12576 -0.1 0.1 0.3
H 6.35824 28.19276 16.80640 -0.3 -0.2 1.0
H 6.38508 26.73906 15.59539 -0.1 0.7 1.0
C 12.02404 18.75632 17.33053 -2.3 0.1 0.4
C 13.22505 18.17006 16.72825 -2.8 0.7 -0.1
O 14.31459 18.49962 16.93833 3.6 0.7 0.7
N 12.97639 17.18495 15.69601 -0.3 1.0 -0.4
H 12.03422 17.40648 15.28033 0.7 -0.6 -0.3
H 13.74777 17.31851 15.04152 -0.1 0.2 -0.7
C 13.02665 15.85267 16.25565 -0.4 -1.0 0.6
H 11.40561 17.98514 17.86842 0.7 0.5 -0.3
H 11.29517 19.11990 16.53711 1.1 -0.2 0.8
H 12.30788 19.55784 18.02543 -0.2 -0.3 -0.3
H 11.99425 15.55562 16.29588 -0.2 -0.7 0.5
H 13.52131 15.87718 17.22234 -0.2 -0.1 0.2
H 13.58585 15.18127 15.63563 0.1 -0.2 -0.5
C 15.83688 25.83294 20.26706 -0.8 -0.1 -3.0
C 16.52421 25.16821 19.07491 2.8 1.2 0.1
O 17.63141 25.51234 18.73349 -1.1 -0.4 0.2
N 15.90178 24.13192 18.24530 -1.2 -1.1 0.9
H 14.95586 24.48015 18.11694 -0.9 0.2 -0.7
H 16.30661 24.05520 17.30484 0.4 0.4 -0.1
C 15.81929 22.77788 18.90798 3.0 0.9 -0.1
H 15.04007 25.24324 20.64670 -0.5 -0.6 0.8
H 15.30510 26.68515 19.73750 0.9 -0.4 1.0
H 16.62931 26.06308 20.94831 0.0 0.5 0.5
H 16.88289 22.49705 19.04110 -0.6 -0.5 -0.6
H 15.23735 22.06532 18.37772 -0.4 -0.3 -0.6
H 15.53855 22.90507 19.90560 -1.2 0.3 1.4
B 14.18856 16.82949 12.73639 -0.5 -0.4 0.2
F 15.08502 15.80430 12.51710 0.8 0.0 -0.5
F 13.05764 16.23066 13.29391 -0.6 0.0 0.3
F 14.73255 17.73673 13.70408 0.0 0.2 -0.5
F 13.80075 17.48407 11.56058 0.6 -0.1 0.1
B 9.92572 27.64544 10.80158 0.4 1.3 -1.6
F 10.82633 28.73855 11.10358 -0.5 -0.8 0.0
F 8.65884 27.90038 11.24160 -0.9 0.3 0.8
F 9.79960 27.58538 9.34281 0.6 -0.3 0.8
F 10.39745 26.47266 11.36385 0.1 -0.4 -0.1
B 10.28956 18.40981 13.92500 -0.6 0.5 -1.2
F 10.39830 17.27094 14.72910 0.6 -0.8 0.5
F 9.10558 19.03596 14.23654 -0.4 0.3 -0.1
F 11.35374 19.29411 14.25974 0.2 -0.3 0.1
F 10.34183 18.04453 12.54865 0.2 0.2 0.9
B 13.86572 26.63793 16.92876 0.0 -0.3 -0.1
F 13.75213 25.32650 17.44843 -0.2 -0.9 0.0
F 14.95366 27.23223 17.53922 0.9 0.5 0.6
F 14.09234 26.62271 15.56335 -0.2 0.0 -0.4
F 12.70036 27.26468 17.26361 -1.0 0.8 0.0
B 16.37214 23.55008 14.80099 0.2 -0.3 0.6
F 17.41086 22.89436 15.49926 -0.3 -0.4 -0.3
F 16.18442 24.75179 15.58095 -0.5 -0.5 -0.6
F 16.78476 23.84034 13.48668 -0.3 0.1 0.3
F 15.18570 22.75295 14.78052 0.9 0.7 0.1
B 13.98110 23.67455 9.44422 0.4 0.0 0.3
F 15.07615 23.79756 10.33285 0.1 0.0 0.1
F 14.39955 23.13389 8.24271 0.2 -0.6 -0.4
F 13.02235 22.82681 10.06071 0.0 0.1 0.0
F 13.44216 24.91946 9.20623 -0.6 0.7 0.1